1.
{
  "formula": "C38H38N6OsSSi",
  "method": "the ωB97M-V functional and the def2-TZVPD basis",
  "mol_weight_g_mol": 829.15,
  "total_charge": 2,
  "lumo_energy_ha": [-0.263, -0.260],
  "homo_lumo_gap_ha": [0.209, 0.212],
  "symbols": ["Os", "C", "C", "C", "C", "C", "C", "N", "C", "C", "C", "C", "C", "C", "N", "N", "C", "C", "C", "C", "C", "N", "H", "H", "H", "H", "H", "H", "H", "H", "H", "H", "H", "H", "H", "N", "S", "C", "C", "C", "C", "C", "C", "C", "C", "C", "C", "C", "C", "H", "H", "H", "H", "H", "H", "H", "H", "H", "H", "H", "C", "Si", "C", "C", "N", "C", "C", "C", "C", "C", "C", "H", "H", "H", "H", "H", "H", "H", "H", "H", "H", "H", "H", "H", "H"],
  "positions_angstrom": [[0.2448, -0.6103, -0.2160], [2.2324, 2.0394, 4.2382], [2.2170, 0.6689, 4.4576], [1.4512, -0.1615, 3.6532], [0.6966, 0.3873, 2.6197], [0.7100, 1.7618, 2.3975], [1.4740, 2.5831, 3.2111], [-0.0084, -0.4553, 1.7223], [-0.9241, -1.3775, 2.2019], [-1.4084, -1.4398, 3.5136], [-2.3294, -2.4120, 3.8474], [-2.8003, -3.3389, 2.9075], [-2.3614, -3.2903, 1.6033], [-1.4293, -2.3127, 1.2635], [-0.9086, -2.1274, -0.0126], [-1.2760, -2.8249, -1.0056], [-0.7107, -2.4037, -2.1965], [-0.9675, -3.1117, -3.3649], [-0.3856, -2.6761, -4.5398], [0.4305, -1.5468, -4.5301], [0.6446, -0.8879, -3.3389], [0.0916, -1.3054, -2.1925], [2.8346, 2.6806, 4.8674], [2.8060, 0.2410, 5.2580], [1.4436, -1.2321, 3.8226], [0.0950, 2.1847, 1.6082], [1.4736, 3.6525, 3.0432], [-1.0652, -0.7287, 4.2523], [-2.7037, -2.4551, 4.8617], [-3.5159, -4.0911, 3.2089], [-2.7120, -3.9856, 0.8535], [-1.6056, -3.9822, -3.3217], [-0.5622, -3.2112, -5.4630], [0.8954, -1.1829, -5.4348], [1.2728, -0.0074, -3.2691], [-1.5656, 0.3823, -0.5957], [-1.6309, 1.7700, -1.4327], [-3.3119, 1.8512, -2.0305], [-3.8367, 3.0949, -2.3605], [-5.1109, 3.1580, -2.8996], [-5.8402, 1.9936, -3.1051], [-5.2972, 0.7595, -2.7789], [-4.0188, 0.6779, -2.2454], [-1.5969, 3.1182, -0.2702], [-2.5132, 3.1913, 0.7729], [-2.3725, 4.1937, 1.7151], [-1.3334, 5.1148, 1.6049], [-0.4337, 5.0427, 0.5523], [-0.5612, 4.0335, -0.3943], [-2.3376, 0.2806, 0.0598], [-3.2705, 4.0020, -2.1916], [-5.5361, 4.1188, -3.1555], [-6.8362, 2.0507, -3.5228], [-5.8663, -0.1455, -2.9423], [-3.5828, -0.2824, -2.0024], [-3.3314, 2.4829, 0.8408], [-3.0762, 4.2679, 2.5332], [-1.2362, 5.9005, 2.3426], [0.3613, 5.7708, 0.4628], [0.1275, 3.9639, -1.2282], [1.5455, -3.7276, 1.4451], [2.8606, -2.7703, 0.5350], [3.5447, -3.8669, -0.8215], [4.1894, -2.1019, 1.6605], [2.0629, -1.3090, -0.1689], [2.7882, -0.2955, -0.8147], [2.2004, 0.9786, -0.8410], [2.7478, 2.0022, -1.6022], [3.9237, 1.7747, -2.2988], [4.5352, 0.5231, -2.2419], [3.9752, -0.5160, -1.5210], [1.9734, -4.6938, 1.7268], [0.6774, -3.9493, 0.8230], [1.2084, -3.2430, 2.3625], [3.6516, -4.8803, -0.4254], [4.5327, -3.5661, -1.1678], [2.8803, -3.9298, -1.6863], [4.6193, -2.9086, 2.2588], [3.7965, -1.3466, 2.3455], [5.0040, -1.6504, 1.0915], [1.3816, 1.2200, -0.1300], [2.2956, 2.9849, -1.6100], [4.3804, 2.5740, -2.8660], [5.4598, 0.3568, -2.7795], [4.4336, -1.4916, -1.5295]]
}



2.
{
  "formula": "CH3NO3",
  "method": "the ωB97M-V functional and the def2-TZVPD basis",
  "relative_energy_kcal_mol": 62.0,
  "mol_weight_g_mol": 77.04,
  "lumo_energy_ha": 0.009,
  "homo_lumo_gap_ha": 0.396,
  "smiles": "O=NO.C=O",
  "symbols": ["O", "N", "O", "H", "C", "O", "H", "H"],
  "positions_angstrom": [[0.6349, -2.4772, 0.2487], [0.7054, -1.2916, 0.1406], [0.9018, -1.0306, -1.1847], [1.0221, -0.0232, -1.3118], [-0.8307, 1.2281, 0.5133], [-0.6520, 1.1560, -0.6684], [0.0685, 1.1974, 1.3584], [-1.8501, 1.2411, 0.9037]]
}



3.
{
  "formula": "C21H23N3O3",
  "method": "the ωB97M-V functional and the def2-TZVPD basis",
  "relative_energy_kcal_mol": 574.0,
  "mol_weight_g_mol": 365.43,
  "lumo_energy_ha": -0.054,
  "homo_lumo_gap_ha": 0.232,
  "symbols": ["C", "N", "C", "H", "H", "H", "C", "C", "H", "H", "C", "N", "C", "O", "C", "O", "C", "C", "O", "H", "C", "C", "C", "N", "C", "C", "H", "H", "H", "H", "C", "C", "C", "C", "C", "C", "C", "H", "H", "H", "H", "H", "H", "H", "H", "H", "H", "H", "H", "H"],
  "positions_angstrom": [[-4.6002, -1.3183, -1.3880], [-4.4114, -0.4916, -0.2978], [-5.1326, 0.8453, -0.5136], [-5.2194, 1.2967, 0.4117], [-6.3018, 0.3459, -0.8843], [-4.9266, 1.2895, -1.2421], [-3.2775, -0.3596, 0.2683], [-2.5542, -1.4680, 0.5697], [-2.1045, -1.2212, 1.5439], [-3.2884, -2.2481, 0.9021], [-1.5479, -1.9587, -0.1951], [-0.2404, -1.6163, -0.0828], [0.7681, -2.6373, 0.6166], [0.5226, -3.4146, 1.3227], [2.0913, -1.7727, 0.5052], [3.0464, -2.1362, 1.3168], [1.9239, -0.7800, -0.2009], [2.7678, 0.2201, -0.6070], [2.4982, 1.4474, -1.4731], [3.1188, 1.9425, -1.5328], [4.2033, 0.1555, -0.5157], [4.8346, 1.3643, 0.2011], [6.3102, 1.2574, 0.3167], [6.9252, 0.0817, 0.1985], [6.3208, -0.8455, -0.6719], [5.0425, -0.9884, -0.6854], [4.4712, -2.0723, -1.0565], [6.9515, -1.7417, -0.6401], [6.8185, 1.9382, 0.7476], [4.4779, 2.1565, 0.3438], [0.4166, -0.3706, -0.5617], [-0.1401, 0.7251, 0.0804], [-0.5264, 1.8932, -0.4838], [-1.0289, 2.8507, 0.1428], [-1.0433, 2.9419, 1.5524], [-0.5085, 2.1166, 2.3001], [-0.0677, 0.7987, 1.4228], [0.2720, -0.0381, 2.4183], [-0.5610, 1.9797, 3.3588], [-1.4824, 4.0119, 2.1657], [-1.2774, 3.7550, -0.2357], [-0.6889, 1.9060, -1.3455], [0.0899, -0.4410, -1.5547], [-1.7804, -2.1358, -1.2415], [-1.5780, -3.1718, -0.0846], [-3.0506, 0.4901, 0.8467], [-2.5124, 0.0385, -0.7056], [-4.0383, -2.4216, -1.2424], [-5.6727, -1.4101, -1.8045], [-4.3094, -0.7884, -2.3055]]
}



4.
{
  "formula": "C44H61IrN2O6P2S2Si4",
  "method": "the ωB97M-V functional and the def2-TZVPD basis",
  "relative_energy_kcal_mol": 0.0,
  "mol_weight_g_mol": 1144.62,
  "total_charge": -1,
  "spin_multiplicity": 2,
  "lumo_energy_ha": [0.087, 0.086],
  "s_squared": 0.75,
  "homo_lumo_gap_ha": [0.271, 0.270],
  "symbols": ["Ir", "C", "Si", "C", "C", "N", "P", "C", "P", "N", "Si", "C", "C", "C", "C", "C", "C", "C", "C", "C", "C", "C", "C", "C", "C", "C", "C", "C", "C", "C", "C", "C", "C", "C", "C", "C", "C", "C", "H", "H", "H", "H", "H", "H", "H", "H", "H", "H", "H", "H", "H", "H", "H", "H", "H", "H", "H", "H", "H", "H", "H", "H", "H", "H", "H", "H", "H", "H", "H", "H", "H", "H", "H", "H", "H", "H", "O", "S", "O", "O", "C", "C", "C", "C", "C", "C", "S", "O", "O", "O", "H", "H", "H", "H", "C", "Si", "C", "C", "C", "Si", "C", "C", "C", "H", "H", "H", "H", "H", "H", "H", "H", "H", "H", "H", "H", "H", "H", "H", "H", "H", "H", "H"],
  "positions_angstrom": [[0.9076, 0.1764, -0.5266], [4.0400, 2.3512, 0.3768], [2.4014, 2.9599, 1.0491], [2.7033, 3.4805, 2.8376], [1.8954, 4.5414, 0.1757], [1.2562, 1.6656, 0.9225], [-0.1840, 1.2683, 1.5821], [-0.2980, -0.3943, 1.2534], [1.0548, -1.3091, 1.8054], [2.0067, -1.2351, 0.4972], [3.2330, -2.3233, -0.1104], [4.3259, -2.9742, 1.2906], [4.3737, -1.4026, -1.2574], [2.4774, -3.8492, -0.8743], [0.5330, -2.9974, 2.2653], [-0.7275, -3.4258, 1.8619], [-1.1461, -4.7242, 2.1190], [-0.3098, -5.6049, 2.7868], [0.9446, -5.1827, 3.2077], [1.3609, -3.8854, 2.9533], [2.0150, -0.8035, 3.2791], [3.1166, 0.0265, 3.0909], [3.8748, 0.4487, 4.1733], [3.5357, 0.0498, 5.4576], [2.4359, -0.7737, 5.6577], [1.6828, -1.1973, 4.5741], [-0.4389, 1.8577, 3.2908], [-0.7482, 0.9545, 4.2985], [-1.0112, 1.3968, 5.5885], [-0.9737, 2.7522, 5.8743], [-0.7026, 3.6672, 4.8633], [-0.4526, 3.2219, 3.5769], [-1.6055, 2.1059, 0.8100], [-1.4693, 3.1460, -0.0982], [-2.5974, 3.7450, -0.6482], [-3.8626, 3.3071, -0.2923], [-4.0050, 2.2733, 0.6266], [-2.8824, 1.6808, 1.1778], [4.5803, 3.1652, -0.1120], [3.8981, 1.5621, -0.3602], [4.6694, 1.9714, 1.1866], [3.7118, 3.9038, 2.8850], [2.6562, 2.6470, 3.5416], [2.0120, 4.2512, 3.1790], [2.6957, 5.2782, 0.2979], [0.9928, 4.9640, 0.6252], [1.7278, 4.3997, -0.8921], [4.5594, -2.2409, 2.0614], [5.2716, -3.2806, 0.8326], [3.9027, -3.8587, 1.7656], [4.7661, -0.5156, -0.7551], [3.8717, -1.0894, -2.1754], [5.2195, -2.0453, -1.5154], [1.7650, -4.2901, -0.1703], [3.2539, -4.5937, -1.0742], [1.9616, -3.6295, -1.8081], [-1.3724, -2.7202, 1.3574], [-2.1285, -5.0442, 1.7945], [-0.6342, -6.6191, 2.9850], [1.5986, -5.8638, 3.7382], [2.3325, -3.5614, 3.2996], [3.3694, 0.3325, 2.0834], [4.7283, 1.0955, 4.0108], [4.1262, 0.3800, 6.3033], [2.1659, -1.0877, 6.6583], [0.8360, -1.8534, 4.7388], [-0.8136, -0.0992, 4.0599], [-1.2490, 0.6819, 6.3666], [-1.1746, 3.1008, 6.8798], [-0.6988, 4.7286, 5.0778], [-0.2769, 3.9399, 2.7834], [-0.4839, 3.4563, -0.4127], [-2.4802, 4.5403, -1.3741], [-4.7396, 3.7632, -0.7357], [-4.9916, 1.9196, 0.9000], [-2.9897, 0.8660, 1.8828], [2.1662, -1.7717, -3.3385], [0.7687, -1.4395, -3.4494], [-0.0867, -2.4406, -4.0383], [0.1662, -0.9379, -2.1810], [0.6880, -0.0475, -4.5815], [0.2486, -0.3508, -5.8641], [0.1984, 0.6216, -6.8515], [0.5968, 1.9147, -6.5664], [1.0349, 2.2302, -5.2901], [1.0779, 1.2601, -4.2959], [1.5511, 1.8588, -2.6851], [0.2970, 1.9130, -1.8836], [2.1842, 3.1273, -2.9073], [2.4034, 0.8333, -2.0367], [-0.0612, -1.3655, -6.0681], [-0.1546, 0.3608, -7.8413], [0.5630, 2.6837, -7.3275], [1.3460, 3.2347, -5.0443], [-2.4026, 1.8779, -3.9255], [-3.4458, 0.3891, -3.4588], [-5.2486, 0.9428, -3.3698], [-3.2984, -0.8930, -4.8243], [-2.9555, -0.2976, -1.8160], [-3.3234, -1.9654, -1.1115], [-3.7481, -1.8145, 0.7135], [-1.8984, -3.1539, -1.3565], [-4.8259, -2.7278, -1.9581], [-1.5393, 1.5714, -4.5200], [-2.0226, 2.3944, -3.0419], [-2.9849, 2.5861, -4.5216], [-5.5785, 1.3383, -4.3345], [-5.3745, 1.7266, -2.6188], [-5.9029, 0.1107, -3.1018], [-3.3135, -0.3934, -5.7978], [-4.1195, -1.6116, -4.8045], [-2.3582, -1.4430, -4.7384], [-2.3206, 0.3536, -1.2151], [-2.9217, -1.3441, 1.2501], [-3.9334, -2.7989, 1.1532], [-4.6457, -1.2066, 0.8539], [-0.9696, -2.7542, -0.9480], [-1.7258, -3.3205, -2.4215], [-2.1150, -4.1152, -0.8800], [-5.7037, -2.0819, -1.8789], [-5.0719, -3.6832, -1.4864], [-4.6391, -2.9197, -3.0155]]
}